The following is a quantum chemistry calculation of C7H21CrN6O13 as an isolated structure, from OMol25.

Atoms and positions in Å:
Cr 0.465 2.900 0.442
C -0.183 -0.264 0.679
O -0.482 1.070 0.515
H -0.223 -0.564 1.734
H -0.882 -0.968 0.200
H 0.751 -0.600 0.207
C 2.204 -0.985 -1.825
N 3.072 -1.639 -0.790
O 2.655 -2.673 -0.316
O 4.113 -1.088 -0.527
H 1.256 -1.503 -1.938
H 2.740 -0.890 -2.762
H 1.902 -0.012 -1.442
C -0.283 2.810 -3.975
N 0.638 2.345 -2.899
O 0.357 2.608 -1.733
O 1.579 1.692 -3.209
H -0.814 3.703 -3.659
H -0.982 1.984 -4.095
H 0.288 3.033 -4.869
C -2.552 2.522 3.526
N -1.380 3.393 3.228
O -1.060 3.502 2.044
O -0.778 3.898 4.128
H -2.779 1.877 2.684
H -3.420 3.147 3.733
H -2.276 2.015 4.446
C 1.911 0.780 4.217
N 2.070 2.098 3.568
O 1.547 2.255 2.468
O 2.601 2.979 4.175
H 0.992 0.376 3.806
H 1.881 0.909 5.296
H 2.764 0.121 4.065
C -2.592 -1.876 -2.706
N -1.727 -1.540 -3.861
O -1.132 -0.475 -3.814
O -1.653 -2.320 -4.772
H -2.420 -2.925 -2.464
H -3.622 -1.724 -3.016
H -2.330 -1.308 -1.819
C 0.306 -3.910 0.078
N -1.107 -4.352 0.277
O -1.611 -4.077 1.346
O -1.645 -4.926 -0.646
H 0.969 -4.750 -0.107
H 0.564 -3.520 1.060
H 0.305 -3.131 -0.678

Forces on the atoms, in the same order (eV/Å):
Cr -1.4531 -3.4328 0.5583
C 0.3878 -0.7357 0.0688
O 0.5312 2.4899 -0.4514
H 0.3981 -0.0359 0.0698
H -0.5750 0.5448 -0.1561
H 0.2501 0.3193 0.5459
C -0.6198 0.4204 0.1877
N -0.5336 0.2389 -0.9115
O 0.4106 -0.0940 0.3589
O 0.0501 -0.0471 0.2169
H 0.3541 -0.5312 -0.0870
H 0.1487 -0.0286 0.1045
H 0.5854 0.1381 -0.0494
C -0.4277 0.2536 0.2058
N 0.0302 0.1219 -0.5838
O -0.3496 0.8612 0.9236
O 0.5289 -0.2355 -0.1864
H 0.0701 -0.1076 0.2969
H 0.0549 -0.0185 -0.2500
H 0.1481 -0.3858 0.0392
C -0.2320 0.1348 0.4379
N 0.1313 -0.3478 -0.3642
O 0.0487 0.2998 -0.5983
O -0.0391 0.0318 0.1428
H 0.3746 -0.0302 -0.0278
H 0.1752 0.2393 -0.0154
H -0.1525 -0.2275 -0.1196
C -0.2249 -0.6052 0.3826
N 0.0288 0.6709 0.6563
O -0.1452 -0.2530 -0.8946
O 0.3677 0.0217 0.0136
H 0.1382 -0.2782 0.0971
H -0.2664 0.3881 -0.0886
H 0.0505 0.2397 -0.6432
C -0.0731 -0.7989 0.4589
N 0.2307 0.2163 0.2093
O 0.1801 0.3900 0.0565
O -0.1498 -0.1539 -0.0388
H -0.1826 -0.0716 -0.2970
H 0.0126 0.0136 0.0421
H 0.0281 0.4636 -0.3373
C -0.2076 0.1591 1.2294
N 0.4466 -0.1196 -0.2524
O -0.3113 -0.1002 -0.0948
O -0.2449 0.0414 0.0242
H -0.2979 -0.0436 -0.5439
H 0.2369 0.3129 -0.2529
H 0.0875 -0.3288 -0.0826

Computed properties:
Highest occupied orbital energy (alpha / beta) ... -12.28 / -12.47 eV
Energy above the lowest of the compared OMol25 structures with the same formula, charge and spin ... 0.00 kJ/mol
Charge ... +1
E ... -71554.475 eV
Strongest force on any atom ... 3.77 eV/A
2S+1 ... 5
Molecular weight ... 449.270 g mol⁻¹

The following is a quantum chemistry calculation of a 8-piece molecular cluster, C47H112N8O8 overall, from OMol25.

Atoms and positions in Å:
C -9.450 15.435 12.294
C -10.690 14.647 11.860
C -10.732 14.745 10.334
C -11.457 13.654 9.558
C -11.081 12.287 10.097
C -11.181 12.116 11.599
N -10.534 13.230 12.239
O -10.541 13.121 13.639
C -12.672 11.861 12.095
C -10.479 10.804 11.981
C -11.969 15.271 12.440
H -9.230 15.314 13.356
H -9.676 16.479 12.076
H -8.544 15.104 11.787
H -11.002 15.727 9.937
H -9.718 14.649 9.919
H -11.336 13.749 8.482
H -12.521 13.760 9.813
H -10.113 11.970 9.700
H -11.769 11.560 9.652
H -13.206 11.108 11.513
H -12.595 11.459 13.105
H -13.266 12.774 12.089
H -9.705 10.557 11.245
H -9.922 10.864 12.917
H -11.075 9.889 11.980
H -11.972 15.163 13.528
H -12.846 14.751 12.066
H -11.947 16.356 12.331
H -9.679 12.742 13.866
C -9.472 7.914 21.207
C -9.988 8.722 20.005
C -11.141 7.836 19.475
C -11.990 8.621 18.456
C -12.506 9.847 19.149
C -11.462 10.862 19.660
N -10.491 10.043 20.415
O -9.450 10.854 20.984
C -10.804 11.685 18.513
C -12.246 11.790 20.610
C -8.886 8.820 18.967
H -9.486 6.825 21.167
H -10.221 8.150 21.971
H -8.443 8.175 21.457
H -10.782 6.974 18.908
H -11.830 7.458 20.233
H -12.839 8.028 18.109
H -11.327 8.775 17.599
H -13.270 9.604 19.890
H -13.141 10.276 18.358
H -11.220 11.240 17.609
H -11.164 12.713 18.560
H -9.720 11.703 18.564
H -11.582 12.391 21.234
H -12.847 12.432 19.964
H -12.926 11.324 21.325
H -7.933 8.405 19.303
H -8.638 9.817 18.603
H -9.089 8.219 18.074
H -9.766 10.742 21.888
C -12.361 5.058 13.815
C -11.852 6.394 13.219
C -11.259 7.207 14.406
C -9.770 6.961 14.690
C -8.974 6.981 13.331
C -9.504 6.022 12.244
N -10.959 6.344 12.063
O -11.475 5.778 10.895
C -8.903 6.347 10.839
C -9.127 4.567 12.502
C -13.079 7.208 12.855
H -12.636 4.512 12.906
H -13.251 5.218 14.418
H -11.592 4.499 14.347
H -11.674 8.200 14.573
H -11.598 6.693 15.316
H -9.616 6.031 15.239
H -9.454 7.757 15.369
H -7.954 6.659 13.550
H -9.074 8.012 12.990
H -9.503 7.133 10.377
H -7.894 6.758 10.845
H -9.061 5.471 10.215
H -9.570 3.875 11.779
H -8.049 4.429 12.385
H -9.361 4.080 13.454
H -13.693 6.775 12.057
H -12.811 8.205 12.489
H -13.800 7.372 13.657
H -12.090 6.441 10.560
C -12.218 -1.519 13.058
C -12.151 -0.060 13.579
C -12.603 0.947 12.537
O -11.613 0.882 11.518
C -11.738 1.893 10.549
N -12.984 0.101 14.766
H -13.122 -1.740 12.488
H -12.191 -2.223 13.899
H -11.373 -1.953 12.516
H -11.136 0.184 13.895
H -12.798 1.961 12.898
H -13.584 0.682 12.115
H -11.642 2.954 10.805
H -12.554 1.772 9.829
H -10.800 1.718 10.009
H -13.962 0.019 14.505
H -12.778 -0.663 15.399
C -3.608 7.664 14.359
C -3.529 6.918 15.728
C -4.842 6.393 16.326
O -5.342 5.434 15.444
C -6.540 4.772 15.795
N -2.498 5.878 15.470
H -2.691 8.025 13.897
H -4.264 8.526 14.511
H -4.051 7.039 13.579
H -2.959 7.594 16.371
H -5.571 7.208 16.446
H -4.705 6.057 17.362
H -7.239 5.612 15.922
H -6.322 4.262 16.737
H -6.995 4.155 15.025
H -2.854 5.351 14.676
H -2.527 5.209 16.238
C -13.643 2.742 17.755
C -15.174 2.730 17.811
C -15.815 2.366 16.496
O -15.535 3.326 15.484
C -16.235 4.561 15.613
N -15.649 1.939 18.932
H -13.301 1.761 17.415
H -13.284 3.099 18.721
H -13.195 3.415 17.021
H -15.447 3.782 17.998
H -16.900 2.359 16.649
H -15.373 1.401 16.246
H -16.034 5.258 14.805
H -16.067 4.979 16.607
H -17.318 4.392 15.572
H -15.206 2.255 19.789
H -16.616 2.212 19.099
C -15.518 4.079 8.331
C -16.017 4.644 9.682
C -15.848 6.162 9.800
O -16.298 6.566 11.078
C -16.053 7.948 11.227
N -17.402 4.183 9.865
H -15.363 3.031 8.570
H -14.570 4.574 8.109
H -16.267 4.304 7.577
H -15.452 4.207 10.509
H -16.450 6.735 9.084
H -14.790 6.266 9.524
H -15.004 8.135 10.948
H -16.126 8.351 12.234
H -16.502 8.616 10.481
H -17.638 4.195 10.853
H -18.016 4.921 9.524
C -6.063 10.454 11.876
C -6.839 11.507 12.678
C -7.215 10.960 14.040
O -8.143 11.853 14.653
C -8.783 11.217 15.780
N -6.000 12.713 12.765
H -5.033 10.277 12.194
H -5.997 10.610 10.800
H -6.542 9.485 12.074
H -7.734 11.781 12.110
H -6.329 10.878 14.681
H -7.655 9.962 13.945
H -9.520 11.961 16.074
H -8.023 11.098 16.554
H -9.216 10.309 15.355
H -6.421 13.371 12.125
H -6.027 13.026 13.728

Forces on the atoms, in the same order (eV/Å):
C -0.2716 -0.1809 0.5470
C -0.3366 -0.2934 -0.5628
C 1.3799 -0.3782 -1.8450
C -1.4232 0.1901 1.8044
C -0.2621 -0.5396 -1.3287
C -1.6129 -1.0883 0.5207
N 1.4580 0.4352 -0.1821
O -0.4501 -0.0583 0.3851
C 0.6082 0.5569 -0.1836
C 1.5331 -0.4655 -0.5711
C 0.6338 -0.1072 1.0621
H -0.3274 0.1634 0.0818
H 0.4193 0.1148 0.0492
H -0.1624 0.0435 -0.3290
H -0.4354 0.1301 0.6002
H 0.3149 0.0454 0.5712
H 0.0817 -0.0141 0.0230
H -0.1669 0.0667 -0.5040
H 0.2789 0.2546 0.4064
H -0.0080 -0.0743 0.0539
H 0.2603 0.0020 -0.2687
H -0.1681 0.3005 0.1416
H -0.0655 -0.0635 0.1249
H 0.1086 0.2272 -0.0371
H -0.3936 0.0499 0.2101
H -0.5193 0.3215 0.2021
H 0.0260 -0.3557 -0.0148
H -0.1734 0.5152 -0.2297
H -0.4090 -0.0533 -0.6539
H 0.2347 0.0585 -0.0437
C -0.3115 0.7911 0.9107
C -0.0464 -1.1438 -0.5033
C -1.0800 0.5698 -1.4505
C 0.8782 -1.0298 1.0685
C -0.9589 0.8416 -1.8272
C -0.0215 -0.9655 0.5439
N -0.8497 -0.4257 0.7362
O -0.7518 -0.7263 -0.0966
C -1.1145 -0.3225 0.4552
C 0.4443 0.3468 0.1172
C 1.1319 -0.3688 -1.2802
H -0.1394 0.0169 -0.8794
H 0.5825 0.0332 0.5356
H -0.2125 0.3352 0.4378
H 0.5831 -0.1126 0.5262
H 0.3322 0.1699 0.4251
H 0.0786 -0.0955 -0.0393
H -0.2795 0.6021 -0.1459
H 0.5144 -0.2971 0.4474
H 0.1810 0.8888 0.2653
H 0.6320 0.2002 -0.4019
H 0.1003 0.0468 -0.0927
H -0.0365 -0.1712 -0.0963
H 0.1122 0.2586 -0.3629
H -0.0101 0.2239 0.2042
H 0.0966 -0.5550 -0.2728
H -0.0623 0.0858 0.3212
H -0.3078 0.1153 0.2418
H -0.2714 0.1015 -0.0371
H 0.7466 0.5387 0.2382
C 0.3885 -0.0954 -1.7768
C -0.9102 0.5126 1.5888
C 0.5514 -1.8635 1.5610
C 0.3027 0.6686 -1.7711
C -0.5520 -0.4755 1.2610
C -0.7600 0.6504 -0.8711
N 1.4434 1.1393 1.5296
O -0.7645 -0.9448 0.1200
C -0.6808 0.6727 0.3375
C 0.0199 -1.1739 0.2872
C -0.9769 0.4574 -1.2863
H -0.2347 -0.5597 0.3595
H 0.1040 -0.0832 0.1349
H -0.0415 0.0318 0.0911
H 0.6264 0.4023 -0.7973
H -1.0104 0.1423 -0.2139
H -0.0971 -0.1855 -0.2105
H 0.4382 0.0098 -0.1561
H 0.2778 0.4952 -0.2609
H 0.4807 0.0027 -0.3600
H -0.0286 0.0654 0.1273
H 0.2628 -0.6157 0.2145
H 0.5785 0.0340 -0.1651
H -0.1354 0.3237 -0.2485
H 0.0625 0.2527 -0.0583
H -0.2375 0.6428 0.3076
H 0.1737 -0.3412 0.0298
H 0.2489 -0.0133 0.0648
H 0.3358 -0.2202 0.3554
H 0.1908 0.0595 -0.0713
C 0.5058 -0.7069 0.3429
C -0.4046 -0.4648 0.1008
C -0.0034 -0.4320 -0.5845
O -0.9364 1.0339 0.6086
C 1.8438 -0.3646 -1.4245
N -0.1850 0.1476 0.1582
H -0.0765 0.2165 0.0142
H -0.4532 0.3185 0.3335
H 0.1100 0.9125 -0.5484
H 0.1079 0.0018 -0.2553
H 0.7277 0.0603 0.3853
H -0.0188 -0.4503 -0.0175
H -0.4888 -0.1515 0.9898
H -0.2903 -0.2028 0.3147
H -0.2654 0.2107 -0.5817
H -0.0337 -0.0801 0.0987
H -0.1713 0.0505 0.1195
C -1.5660 0.0829 0.4375
C 2.2618 0.2089 -1.3995
C -0.1869 0.9756 -0.2440
O 0.6934 -1.0073 -1.3912
C 0.0956 1.9650 1.0169
N -0.9113 -0.6368 0.2699
H 0.4127 -0.1307 0.7773
H -0.0445 0.0684 -0.3123
H -0.2671 -0.1367 0.2225
H -0.8544 0.2122 0.5954
H -0.0332 0.2268 -0.2327
H 0.2924 -0.5847 -0.1028
H -0.5231 -0.4557 0.5837
H -0.6987 -0.3466 -0.0311
H 0.8034 -0.2459 -0.2197
H 0.2125 -0.1585 0.0075
H 0.2332 0.0050 -0.0127
C -0.2856 -0.2096 -0.4417
C 0.9014 2.2565 0.3483
C -0.0711 0.5230 0.4065
O 0.3667 0.1860 -0.5174
C -0.8054 -0.9593 0.7266
N -0.5783 -0.2953 0.1980
H 0.2918 -0.1530 0.6752
H 0.3251 -0.5754 0.1010
H -0.5783 0.2434 -0.1472
H -0.0249 0.0293 -0.0459
H -0.0999 -0.5943 -0.1286
H -0.4638 -0.0266 -0.6791
H 0.6410 -0.1911 -0.0009
H 0.2742 0.4979 -0.2091
H -0.1107 -0.2051 -0.0734
H 0.3916 -0.1379 -0.1389
H -0.1157 -0.3586 -0.1688
C 0.2069 0.9512 1.7259
C -0.8640 0.0142 -0.1729
C -0.6379 -1.2353 -0.4541
O 0.5223 0.6325 0.1894
C 1.8281 0.7365 -0.7919
N -0.4173 0.5063 0.4205
H -0.0871 -0.1870 -0.8412
H 0.0765 -0.2793 -0.3781
H 0.0979 -0.3818 -0.2121
H 0.2477 0.0377 -0.1274
H 0.0980 -0.2758 -0.4437
H 0.1918 0.9509 0.7790
H 0.2237 -0.1253 0.3349
H -0.6467 -0.4949 0.1178
H -1.0364 -0.3764 0.1952
H 0.2334 -0.2024 0.0554
H -0.0438 -0.2029 -0.3905
C -0.2449 -1.2801 0.4434
C 1.0934 -0.2016 -0.9163
C -0.1469 0.6150 -0.1729
O 0.0974 -0.4025 0.0219
C 0.5998 1.3231 -1.3306
N -0.2668 -0.4044 0.2797
H -0.0060 0.5487 0.3693
H -0.3461 0.2797 0.0385
H -0.1123 -0.0568 -0.5183
H -0.2614 -0.3659 0.2877
H 0.1231 -0.0835 -0.0325
H -0.0956 -0.0232 -0.0585
H -0.2216 -0.4281 0.3262
H -0.2959 -0.5031 0.1912
H -0.2231 -0.2742 0.8157
H 0.2730 0.6005 0.4574
H -0.0740 0.6708 -0.2722

Computed properties:
Highest occupied orbital energy ... -8.11 eV
Energy above the lowest of the compared OMol25 structures with the same formula, charge and spin ... 376.96 kJ/mol
E ... -78846.554 eV
Strongest force on any atom ... 2.67 eV/A
2S+1 ... 1
Molecular weight ... 917.461 g mol⁻¹

The following is a quantum chemistry calculation of a 2-piece molecular cluster, C17H24Cl2N2O4 overall, from OMol25.

Atoms and positions in Å:
O -1.767 1.675 4.966
O 1.664 -2.956 -4.750
O 2.660 -2.816 -0.074
Cl -3.485 2.220 -1.115
Cl -4.552 -2.725 1.155
O -2.150 -0.638 3.886
C -2.112 2.237 3.930
C 1.907 -2.014 -4.014
C 2.903 -1.713 -0.548
C -2.764 2.102 1.514
C -3.148 -0.007 0.416
C -3.107 1.384 0.370
C -2.471 0.034 2.741
C -2.447 1.447 2.722
C -2.827 -0.694 1.592
N 3.957 -1.024 -0.097
N 1.792 -2.145 -2.693
C -2.191 3.759 3.953
C 2.357 -0.696 -4.615
C -2.889 -2.204 1.584
C 4.434 0.284 -0.547
C 0.796 0.308 0.112
C -0.279 -0.060 -2.085
C 0.631 -0.704 -1.031
C 1.987 -1.132 -1.638
H -1.931 0.039 4.572
H -2.756 3.185 1.433
H -3.434 -0.558 -0.476
H 4.485 -1.494 0.623
H 1.548 -3.075 -2.380
H -3.192 4.090 3.665
H -1.457 4.183 3.262
H -1.979 4.134 4.958
H 1.650 0.086 -4.351
H 2.391 -0.802 -5.699
H 3.351 -0.454 -4.247
H -2.177 -2.597 0.852
H -2.622 -2.625 2.558
H 3.696 1.055 -0.321
H 5.364 0.533 -0.032
H 4.627 0.266 -1.622
H -0.183 0.597 0.493
H 1.354 -0.134 0.936
H 1.312 1.199 -0.245
H -1.219 0.241 -1.629
H 0.201 0.818 -2.516
H -0.506 -0.776 -2.876
H 0.124 -1.584 -0.634
H 2.455 -0.247 -2.058

Forces on the atoms, in the same order (eV/Å):
O -0.1095 -0.0998 -0.2652
O -0.0745 -0.2155 -0.0524
O -0.2991 0.1133 -0.2920
Cl 0.0675 -0.1203 0.2537
Cl 0.2197 -0.2017 0.0337
O -0.3119 0.2125 -1.0215
C 0.2034 0.1899 0.7444
C 0.1381 -0.0645 -1.6415
C -0.6277 -1.1157 0.0852
C -0.1299 -0.2100 -0.3296
C 0.2116 0.1241 0.3650
C 0.1968 0.0013 0.6895
C 0.2924 -0.3287 1.0321
C -0.2626 0.4254 -0.9930
C -0.0437 0.2459 -0.2601
N 0.8746 1.0212 0.0524
N 0.2493 0.6031 1.9532
C -0.0942 -0.2585 -0.2030
C -0.1135 -0.1906 0.2125
C 0.4079 0.3275 0.3302
C -0.3058 -0.3072 -0.0374
C 0.2028 -0.6111 -0.0242
C 0.2780 -0.6337 0.0000
C -0.2669 0.7275 0.0585
C -0.2711 -0.3020 -0.1838
H -0.0177 0.0005 -0.1611
H 0.0465 -0.1250 0.2018
H 0.0180 -0.0123 0.1586
H -0.1453 -0.0481 -0.0764
H 0.0163 0.0310 0.0905
H 0.1298 0.0217 -0.1186
H -0.1420 0.0155 -0.0511
H 0.0016 -0.3311 -0.1985
H 0.0885 0.2404 0.0431
H -0.0349 -0.0860 0.2046
H 0.0723 0.2445 0.0419
H -0.3741 -0.0655 -0.0197
H -0.2536 0.1648 -0.2196
H 0.1202 0.0932 -0.0557
H -0.1677 -0.1306 -0.0537
H 0.0637 0.1372 0.0540
H -0.0382 0.0843 -0.0004
H 0.1051 0.1257 0.1110
H 0.0227 0.1449 0.0384
H -0.0226 0.0894 0.0013
H -0.0396 0.1154 -0.0636
H -0.0206 0.1123 -0.1434
H 0.1411 -0.2126 0.0021
H -0.0014 0.0579 -0.2922

Computed properties:
Highest occupied orbital energy ... -9.08 eV
E ... -54235.151 eV
Strongest force on any atom ... 2.06 eV/A
2S+1 ... 1
Molecular weight ... 391.295 g mol⁻¹